[1]
DFT (ωB97M-V/def2-TZVPD) results for 3 unconnected molecules or ions with the total composition C6H16O2.

Properties
ΔE to the lowest compared entry with this formula, charge and spin: 0.0 kcal/mol
⟨S²⟩: 0.75
HOMO-LUMO gap (alpha / beta): 10.94 / 7.33 eV
lowest unoccupied orbital energy (alpha / beta): -4.02 / -7.65 eV
total charge: +1
E_HOMO (alpha / beta): -14.95 / -14.97 eV
spin multiplicity: 2
E: -10567.3891 eV
max |F|: 0.0258 Eh/bohr

Structure (XYZ):
```
24
Properties=species:S:1:pos:R:3:forces:R:3
C 2.165468 0.585185 -0.098830 0.327 0.392 0.358
C 1.762422 -0.473066 -1.116226 0.229 0.243 -0.093
C 0.218098 -0.813377 -1.135552 0.102 -0.444 -0.546
C -0.492819 0.171764 -0.343572 -0.402 -0.790 -0.058
C -1.063820 1.334544 -0.882749 0.727 0.066 0.075
C -1.493090 2.452089 -0.062582 -0.827 -0.869 0.569
H 1.858673 1.576588 -0.426303 -0.024 0.203 -0.036
H 3.242283 0.643881 0.105401 -0.178 -0.175 -0.501
H 1.737624 0.421058 0.882381 -0.257 -0.173 0.207
H 2.315028 -1.376098 -0.919154 0.016 -0.446 -0.018
H 2.022311 -0.147665 -2.121992 0.072 0.020 0.036
H 0.070748 -1.807670 -0.716169 0.074 0.064 0.338
H -0.128476 -0.868450 -2.170358 0.055 0.325 -0.003
H -0.559341 -0.095822 0.709341 -0.058 0.553 0.158
H -1.076516 1.437622 -1.963328 -0.097 -0.060 -0.057
H -1.370350 2.224609 0.995265 0.275 0.260 0.007
H -2.594272 2.496836 -0.205511 0.259 0.508 -0.190
H -1.015531 3.375476 -0.367799 -0.188 0.336 -0.092
H -0.221864 -1.490578 2.933710 -0.057 0.040 0.048
H 1.240357 -1.626959 2.542961 -0.037 0.137 0.085
O 0.521026 -0.983947 2.588735 0.049 -0.157 -0.232
H -2.588345 -2.829945 1.186127 -0.100 -0.051 -0.094
H -2.320347 -2.166826 -0.185972 -0.172 -0.215 0.515
O -2.229269 -2.039248 0.772177 0.213 0.233 -0.476
```
Forces are in eV/Å.

Here is what Mulliken gives for the atomic charges, in e: C -1.176; C -0.288; C -0.705; C -0.247; C 0.241; C -1.112; H 0.313; H 0.370; H 0.291; H 0.324; H 0.286; H 0.284; H 0.401; H 0.497; H 0.409; H 0.348; H 0.379; H 0.360; H 0.292; H 0.318; O -0.608; H 0.304; H 0.302; O -0.583

=====

[2]
DFT (ωB97M-V/def2-TZVPD) results for a molecular structure, C41H41N6O7SY.

Properties
ΔE to the lowest compared entry with this formula, charge and spin: 12.5 kcal/mol
HOMO-LUMO gap: 6.89 eV
lowest unoccupied orbital energy: -6.02 eV
total charge: +2
E_HOMO: -12.91 eV
E: -78326.4016 eV
max |F|: 0.0476 Eh/bohr

Structure (XYZ):
```
97
Properties=species:S:1:pos:R:3:forces:R:3
Y -0.288621 -0.456171 1.434157 -0.827 0.576 -2.232
C -7.262153 1.403691 -0.795430 0.008 -0.053 0.072
C -5.799283 1.303980 -0.469006 -0.043 0.207 -0.217
C -4.879449 2.178985 -0.966147 -0.057 -0.096 0.050
C -3.510426 2.136038 -0.581835 0.015 -0.130 0.126
C -2.580457 3.076229 -1.019205 0.049 -0.025 0.025
N -2.747150 3.939286 -1.998685 -0.084 -0.063 0.065
C -1.873355 5.060059 -2.329555 0.166 0.020 -0.252
C -1.019527 4.857729 -3.591061 0.019 -0.111 0.252
C 0.289263 4.078782 -3.360252 -0.206 0.239 -0.075
N 0.211576 2.656250 -3.675020 0.018 -0.066 -0.006
C 0.264302 1.697747 -2.781175 0.023 0.011 0.075
C 0.293072 0.319994 -2.981693 -0.049 -0.213 0.112
C 0.367346 -0.299214 -4.256996 0.016 -0.078 0.064
C 0.424037 -1.656001 -4.396152 0.000 0.189 -0.265
C 0.551901 -2.326988 -5.734844 -0.013 -0.072 0.078
C 0.351322 -2.433616 -3.219710 -0.059 0.059 0.250
C 0.230061 -1.905227 -1.953184 0.035 0.107 -0.085
C 0.078265 -2.827887 -0.836225 -0.119 -0.161 0.033
N -0.307622 -2.519992 0.338455 0.124 -0.689 -0.488
C -0.401528 -3.584896 1.338531 -0.302 -0.175 0.077
C -1.837172 -3.784335 1.829484 0.058 0.235 0.000
C -2.373479 -2.610439 2.650176 -0.095 -0.331 -0.033
N -2.468055 -1.387554 1.845483 -0.506 -0.187 0.217
C -3.647562 -0.966297 1.611879 0.000 -0.172 0.034
C -4.010472 0.170188 0.782550 -0.002 0.113 -0.053
C -5.325771 0.294872 0.399425 0.192 -0.035 0.068
C -3.034618 1.133647 0.348228 -0.119 0.261 -0.192
O -1.831543 1.118448 0.732501 -0.054 -0.014 0.072
C 0.256442 -0.475127 -1.772060 0.120 0.258 -0.308
O 0.264528 0.080022 -0.637553 0.206 -0.030 -0.923
H -7.444822 2.157887 -1.558239 -0.014 0.000 -0.002
H -7.830653 1.678014 0.094864 -0.027 0.002 -0.026
H -7.655957 0.452034 -1.153871 0.010 0.005 -0.011
H -5.224583 2.964347 -1.630604 -0.028 0.005 0.008
H -1.627114 3.092740 -0.497437 0.007 0.065 -0.045
H -3.614036 3.891739 -2.515695 -0.017 0.008 -0.015
H -1.231853 5.267152 -1.472491 -0.058 -0.003 0.056
H -2.511671 5.931340 -2.473627 0.002 0.005 0.068
H -0.766202 5.847842 -3.969548 0.018 -0.002 -0.004
H -1.616060 4.367874 -4.363333 0.012 0.053 -0.067
H 0.599768 4.169537 -2.319008 0.073 -0.031 -0.006
H 1.081287 4.514357 -3.968820 0.023 -0.061 -0.003
H 0.183721 2.415073 -4.656086 -0.008 -0.040 -0.010
H 0.288679 2.013669 -1.742225 -0.002 0.049 -0.023
H 0.404640 0.320307 -5.147188 0.019 -0.041 -0.037
H 0.568872 -1.601912 -6.545731 0.009 0.011 0.004
H -0.280772 -3.010148 -5.908781 0.015 0.001 -0.019
H 1.472155 -2.911483 -5.781143 -0.010 -0.001 -0.045
H 0.369427 -3.514686 -3.324267 0.008 -0.008 0.013
H 0.304959 -3.872909 -1.073330 -0.083 -0.021 0.023
H 0.208388 -3.289509 2.201193 0.082 -0.098 -0.029
H -0.013839 -4.527294 0.942140 0.093 0.039 0.001
H -1.850709 -4.663047 2.475465 0.006 -0.042 -0.039
H -2.494127 -3.983579 0.979236 -0.005 -0.036 0.003
H -1.699338 -2.414155 3.482286 -0.044 -0.002 0.061
H -3.352112 -2.881288 3.055157 -0.002 0.052 0.014
H -4.498621 -1.517693 2.022546 0.006 -0.006 0.001
H -6.043390 -0.428874 0.774117 0.018 -0.010 0.034
O -0.870076 3.873991 6.039421 -0.190 0.227 0.235
C -1.314847 3.053341 5.088249 0.171 -0.374 -0.139
O -2.390351 2.536499 5.139090 -0.020 0.140 0.029
C -0.414383 2.794293 3.916837 -0.080 0.005 -0.074
C -0.019721 3.652066 2.918421 -0.122 0.013 0.144
N 0.539679 2.899845 1.948418 -0.060 0.141 0.070
N 0.557042 1.600579 2.265953 0.212 0.495 0.552
C -0.021562 1.521420 3.463930 0.317 0.209 0.404
C -0.042249 0.196287 4.217911 -0.100 0.302 0.316
O 0.017980 0.212373 5.418579 -0.025 0.049 -0.040
O -0.107275 -0.827903 3.425071 0.306 -0.297 2.266
H 0.053900 4.120107 5.926983 0.103 -0.086 -0.112
H -0.122448 4.722174 2.834917 0.051 -0.015 -0.067
H 0.994435 3.223159 1.115453 0.072 -0.051 -0.086
O 1.907225 -1.066696 1.416214 0.289 -0.232 0.052
S 2.602879 -2.362823 1.056243 1.001 0.011 0.012
C 3.819632 -2.628571 2.342651 -0.253 -0.094 -0.034
C 4.282469 -3.923838 2.523722 -0.023 -0.011 -0.126
C 5.202328 -4.171927 3.529638 0.043 0.001 0.045
C 5.628521 -3.134081 4.347642 0.002 0.019 -0.002
C 5.141861 -1.846501 4.162945 0.000 0.004 -0.022
C 4.226235 -1.585624 3.155741 -0.042 0.152 -0.032
C 3.690494 -1.918034 -0.302184 -0.205 0.021 0.014
C 4.054682 -0.592179 -0.468370 -0.030 0.120 0.095
C 4.890811 -0.250617 -1.519170 0.000 -0.063 -0.048
C 5.345915 -1.231677 -2.392155 0.010 0.007 0.012
C 4.958718 -2.554326 -2.225219 0.034 0.028 -0.048
C 4.118900 -2.903658 -1.177857 -0.042 -0.098 0.092
H 3.934581 -4.728192 1.885060 -0.015 -0.007 0.042
H 5.574111 -5.175321 3.685952 -0.001 0.004 -0.010
H 6.336452 -3.327980 5.142103 0.002 -0.022 -0.012
H 5.471659 -1.043143 4.807509 -0.009 -0.013 0.014
H 3.817600 -0.593000 3.012949 0.003 -0.023 0.007
H 3.684308 0.153513 0.224598 0.011 -0.008 -0.023
H 5.199270 0.777164 -1.658099 -0.003 0.005 0.034
H 6.013417 -0.962298 -3.199941 -0.022 -0.019 -0.017
H 5.311512 -3.312227 -2.911630 0.003 -0.014 0.021
H 3.816434 -3.935776 -1.038196 -0.004 0.014 -0.009
```
Forces are in eV/Å.

Here is what Mulliken gives for the atomic charges, in e: Y 0.887; C -1.751; C -0.372; C -0.462; C 0.579; C 0.403; N 0.029; C -0.902; C -0.625; C -0.746; N 0.032; C 0.545; C 0.743; C -1.548; C 0.416; C -1.625; C -0.916; C 0.886; C -0.223; N -0.009; C -0.595; C -1.104; C -1.059; N 0.145; C -0.637; C 0.831; C -0.700; C -0.230; O 0.158; C 0.341; O -0.449; H 0.371; H 0.359; H 0.384; H 0.305; H 0.291; H 0.173; H 0.390; H 0.481; H 0.360; H 0.400; H 0.318; H 0.487; H 0.181; H 0.172; H 0.259; H 0.382; H 0.370; H 0.367; H 0.534; H 0.342; H 0.214; H 0.651; H 0.497; H 0.283; H 0.371; H 0.609; H 0.307; H 0.526; O -0.464; C 0.604; O -0.505; C 0.071; C -0.543; N -0.259; N 0.078; C 0.433; C 0.392; O -0.618; O -0.412; H 0.381; H 0.521; H 0.179; O -0.453; S -0.061; C 0.656; C -0.269; C -0.793; C -0.464; C -0.881; C -0.110; C 0.508; C -0.108; C -0.851; C -0.513; C -0.792; C -0.271; H 0.407; H 0.413; H 0.415; H 0.429; H 0.286; H 0.379; H 0.469; H 0.435; H 0.471; H 0.417

=====

[3]
DFT (ωB97M-V/def2-TZVPD) results for 4 unconnected molecules or ions with the total composition C16H24O12.

Properties
ΔE to the lowest compared entry with this formula, charge and spin: 28.1 kcal/mol
SMILES string: C[C@H]1COC(=O)O1.C[C@H]1COC(=O)O1.C[C@H]1COC(=O)O1.C[C@H]1COC(=O)O1
HOMO-LUMO gap: 10.83 eV
lowest unoccupied orbital energy: -0.38 eV
E_HOMO: -11.21 eV
E: -41551.1498 eV
max |F|: 0.0523 Eh/bohr

Structure (XYZ):
```
52
Properties=species:S:1:pos:R:3:forces:R:3
C -3.650111 -1.989739 2.860924 -1.406 -0.910 -0.480
C -3.752107 -1.483936 1.434377 1.749 -1.616 -1.253
C -2.599413 -2.107066 0.515907 -0.233 1.172 0.202
O -3.232686 -3.115626 -0.255780 0.350 -0.966 0.564
C -4.564774 -3.078975 -0.075758 0.068 1.257 -0.544
O -5.371489 -3.681405 -0.699436 0.047 -0.603 0.161
O -4.867616 -2.091366 0.780617 -1.182 0.680 0.889
H -4.509481 -1.597638 3.408460 0.529 0.447 0.444
H -2.674004 -1.895398 3.322460 -0.057 0.477 0.154
H -3.908824 -3.056465 2.832668 0.439 -0.054 -0.064
H -3.797295 -0.401524 1.382795 -0.238 0.010 -0.274
H -1.772209 -2.454513 1.136229 -0.143 -0.558 -0.116
H -2.196148 -1.450089 -0.250325 -0.061 0.485 0.371
C 1.687598 -1.518532 -5.232189 -0.936 -1.388 -0.549
C 2.872306 -2.136470 -4.488970 -0.473 1.533 0.062
C 2.546198 -3.159392 -3.399275 0.232 0.802 0.819
O 3.180592 -4.342174 -3.833182 -0.196 -0.657 0.200
C 3.792086 -4.160664 -5.017236 -0.346 0.898 -0.725
O 4.295286 -4.985077 -5.697633 0.234 -0.359 0.327
O 3.698029 -2.846812 -5.394859 0.114 -0.432 0.296
H 1.841296 -1.559639 -6.311356 0.399 0.266 0.053
H 1.359698 -0.516759 -4.971237 0.362 0.052 0.336
H 0.832487 -2.195652 -5.106120 -0.115 0.247 0.096
H 3.413199 -1.295807 -4.042617 0.477 -0.304 -0.149
H 1.486782 -3.280191 -3.164638 -0.082 -0.416 -0.664
H 2.968961 -2.834179 -2.442879 0.321 -0.239 -0.106
C -0.248408 3.530546 4.488920 -0.899 0.215 1.040
C 1.235243 3.624263 4.253961 0.154 0.644 0.534
C 1.658131 3.588013 2.788142 -0.614 -0.090 -0.863
O 2.389938 4.785966 2.544783 -0.154 0.076 0.423
C 2.228024 5.623428 3.609782 0.527 -0.573 -0.172
O 2.629679 6.735964 3.643362 -0.073 0.299 0.017
O 1.636052 4.974291 4.624191 -0.331 0.026 0.065
H -0.445142 3.677489 5.557896 0.237 0.241 -0.062
H -0.766355 2.585442 4.319522 0.521 -0.154 -0.655
H -0.783453 4.337783 3.986270 0.078 -0.135 -0.248
H 1.751631 3.003125 4.985722 0.277 -0.379 -0.526
H 0.743525 3.636870 2.187301 0.071 -0.068 -0.047
H 2.235368 2.748764 2.407016 0.172 -0.114 0.478
C 0.445286 0.944221 -2.057724 -1.007 1.295 0.545
C -0.133905 0.274055 -0.838109 1.076 -0.292 0.015
C 0.587578 0.614250 0.478857 -0.531 -0.395 0.242
O -0.419322 1.263671 1.263186 0.034 -0.004 -0.020
C -1.612669 1.226576 0.621590 0.650 0.955 -0.018
O -2.604864 1.710926 1.053389 -0.274 -0.345 0.068
O -1.468152 0.687065 -0.599822 -0.412 -0.281 -0.247
H 0.474582 2.026485 -1.879479 0.477 -0.075 0.173
H -0.290857 0.905124 -2.861153 0.477 -0.710 -0.398
H 1.442409 0.553482 -2.230552 -0.039 -0.012 -0.521
H -0.058999 -0.803539 -1.008623 -0.605 -0.065 0.152
H 1.444118 1.270099 0.343242 -0.014 0.067 0.062
H 0.852198 -0.289272 1.027381 0.349 0.054 -0.087
```
Forces are in eV/Å.

Here is what Mulliken gives for the atomic charges, in e: C -1.347; C 0.511; C -0.147; O -0.389; C 0.580; O -0.522; O -0.407; H 0.365; H 0.348; H 0.364; H 0.267; H 0.326; H 0.016; C -1.317; C 0.608; C -0.348; O -0.369; C 0.553; O -0.488; O -0.408; H 0.365; H 0.253; H 0.373; H 0.274; H 0.269; H 0.236; C -1.382; C 0.527; C -0.079; O -0.391; C 0.604; O -0.514; O -0.354; H 0.378; H 0.309; H 0.377; H 0.238; H 0.079; H 0.217; C -1.692; C 0.881; C -0.437; O -0.338; C 0.640; O -0.545; O -0.482; H 0.356; H 0.381; H 0.437; H 0.207; H 0.337; H 0.279

=====

[4]
DFT (ωB97M-V/def2-TZVPD) results for a molecular structure, C5H9NOS.

Properties
ΔE to the lowest compared entry with this formula, charge and spin: 125.9 kcal/mol
HOMO-LUMO gap (alpha / beta): 8.34 / 8.34 eV
lowest unoccupied orbital energy (alpha / beta): -0.15 / -0.15 eV
E_HOMO (alpha / beta): -8.49 / -8.49 eV
E: -19698.8430 eV
max |F|: 0.0592 Eh/bohr

Structure (XYZ):
```
17
Properties=species:S:1:pos:R:3:forces:R:3
C 0.396595 1.921260 -0.195011 0.702 -1.093 2.025
C 0.551948 -0.438946 1.176339 1.937 -2.242 0.698
C -0.180499 -0.625306 -0.120236 1.172 0.481 -0.449
C -0.573801 0.871825 -0.654023 -1.283 0.806 0.641
C -1.397613 -1.474934 -0.218500 0.706 0.481 -0.652
N 1.025310 -1.064434 -0.922674 0.227 2.445 1.174
O 3.289286 0.075119 0.071841 -0.841 0.425 0.104
S 1.840521 0.113391 -0.046500 -1.658 -1.704 -0.208
H 0.925832 2.680896 -0.782618 -0.589 -0.652 -0.333
H 0.197070 0.196532 1.906160 -0.842 2.061 1.315
H 0.886422 -1.344581 1.800345 -0.323 0.837 -1.736
H -0.420612 0.833810 -1.712456 -0.580 -0.392 -0.788
H 0.289316 2.282307 0.882240 0.281 -0.641 -1.442
H -1.702292 0.993325 -0.380453 2.086 0.299 -0.401
H -1.802247 -1.260008 -1.174719 -0.624 -0.214 -1.068
H -2.140771 -1.266323 0.492413 -0.890 0.722 1.188
H -1.184458 -2.493938 -0.122148 0.520 -1.620 -0.068
```
Forces are in eV/Å.

Here is what Mulliken gives for the atomic charges, in e: C -0.767; C -0.728; C 1.494; C -0.583; C -1.854; N -0.752; O -0.606; S 0.657; H 0.333; H 0.270; H 0.295; H 0.326; H 0.240; H 0.388; H 0.400; H 0.402; H 0.485